# C38H92CdN2O22

C38H92CdN2O22 as an isolated structure in a non-equilibrium geometry (ωB97M-V/def2-TZVPD, the OMol25 dataset).

Geometry as XYZ:
```
155
Properties=species:S:1:pos:R:3
Cd 39.65 6.92 22.39
C 38.82 7.52 26.30
C 39.11 7.39 24.85
O 39.56 8.30 24.16
O 38.91 6.31 24.25
H 38.67 8.56 26.60
H 39.73 7.24 26.83
H 38.12 6.76 26.67
C 40.97 8.71 18.94
C 40.52 7.99 20.15
O 40.36 6.74 20.10
O 40.52 8.64 21.23
H 40.12 9.33 18.65
H 41.25 7.96 18.20
H 41.85 9.32 19.14
C 40.36 3.77 17.98
C 40.10 2.28 17.75
O 40.58 1.47 18.73
O 39.53 4.21 19.00
H 40.26 4.39 17.09
H 41.39 3.78 18.34
H 40.61 2.06 16.81
H 39.05 1.99 17.64
H 40.56 0.55 18.45
H 39.73 5.14 19.16
C 38.36 1.02 21.68
C 37.54 1.09 22.94
O 38.31 1.25 24.12
O 38.84 2.36 21.58
H 37.76 0.77 20.80
H 39.22 0.36 21.59
H 37.06 0.14 23.15
H 36.71 1.80 22.93
H 38.91 1.99 24.05
H 39.47 2.48 20.87
C 39.54 12.93 23.07
C 40.09 11.65 22.52
O 39.79 11.42 21.16
O 38.10 12.76 23.22
H 39.80 13.80 22.46
H 40.06 13.28 23.96
H 39.86 10.85 23.22
H 41.16 11.74 22.68
H 39.91 10.49 20.99
H 37.64 13.60 23.34
C 43.27 6.56 23.92
C 42.65 6.24 22.57
O 41.32 5.65 22.74
O 44.04 5.47 24.46
H 42.45 6.67 24.62
H 43.87 7.47 23.93
H 43.11 5.34 22.16
H 42.63 7.03 21.81
H 41.47 4.70 22.69
H 44.18 5.67 25.39
C 44.06 6.94 18.83
C 45.11 7.83 19.59
O 45.24 7.01 20.80
O 44.57 5.70 18.43
H 43.70 7.53 17.98
H 43.27 6.64 19.52
H 44.67 8.77 19.90
H 45.99 8.09 19.00
H 45.72 6.24 20.49
H 44.97 5.63 17.57
C 40.31 11.59 26.46
C 40.82 11.57 27.91
O 41.92 12.44 28.09
O 41.11 10.65 25.73
H 40.44 12.56 26.00
H 39.26 11.33 26.33
H 41.10 10.56 28.19
H 39.98 11.90 28.52
H 42.61 11.92 27.67
H 40.52 10.09 25.21
C 41.77 2.27 23.84
C 41.23 2.91 25.12
O 39.92 3.31 24.85
O 41.90 3.12 22.72
H 41.16 1.40 23.62
H 42.77 1.92 24.10
H 41.82 3.80 25.35
H 41.25 2.24 25.99
H 39.99 4.16 24.40
H 42.50 2.69 22.10
C 36.83 6.87 21.61
C 37.30 5.47 21.10
O 38.44 5.04 21.86
O 37.85 7.73 21.66
H 36.42 6.81 22.62
H 36.14 7.27 20.86
H 37.45 5.44 20.02
H 36.46 4.80 21.28
H 38.50 4.10 21.66
H 37.57 8.60 21.35
C 34.53 12.32 22.39
C 34.47 10.86 21.94
C 33.26 10.66 21.07
C 33.43 11.14 19.63
C 34.77 10.67 18.97
C 36.07 10.84 19.79
N 35.72 10.46 21.22
O 36.86 10.37 22.03
C 37.26 9.89 19.22
C 36.65 12.27 19.73
C 34.33 10.02 23.22
H 35.27 12.43 23.18
H 33.55 12.66 22.73
H 34.65 13.05 21.59
H 33.11 9.58 21.04
H 32.49 11.31 21.48
H 33.54 12.23 19.67
H 32.58 10.91 18.98
H 34.85 10.85 17.89
H 34.68 9.59 19.04
H 37.34 10.04 18.14
H 38.22 10.14 19.66
H 37.04 8.85 19.44
H 35.90 12.99 20.04
H 37.53 12.33 20.38
H 37.01 12.44 18.71
H 33.64 10.49 23.92
H 35.20 9.80 23.83
H 34.03 8.97 23.18
H 37.12 11.29 22.11
C 31.54 6.47 26.52
C 32.64 6.26 25.45
C 33.69 7.41 25.64
C 35.01 7.13 24.97
C 35.59 5.82 25.45
C 34.61 4.57 25.27
N 33.24 4.94 25.75
O 32.33 3.88 25.50
C 34.65 4.10 23.81
C 35.32 3.47 26.08
C 31.97 6.44 24.08
H 31.30 7.52 26.72
H 31.86 6.17 27.52
H 30.67 5.96 26.12
H 33.28 8.38 25.34
H 33.95 7.52 26.69
H 35.71 7.96 25.06
H 34.60 7.05 23.96
H 35.86 5.87 26.50
H 36.57 5.61 25.02
H 35.61 3.89 23.34
H 33.92 3.30 23.66
H 34.28 4.89 23.16
H 34.71 2.57 26.12
H 36.23 3.10 25.62
H 35.45 3.84 27.10
H 31.29 7.29 23.96
H 31.30 5.60 23.91
H 32.67 6.50 23.25
H 32.07 3.68 26.40
```

Its spin multiplicity is 1. The max |F| is 3.7 eV/A. As for the HOMO-LUMO gap: 8.41 eV. Its total charge is 0.